1.
Entry from OMol25: a cluster of 2 separate species, C4H12P2 in total (ωB97M-V/def2-TZVPD).

Geometry as ORCA input:
```
! RIJCOSX wB97M-V def2-TZVPD def2/J DEFGRID3
* xyz 0 1
C -0.24551 0.93123 -1.86957
C 1.67692 -1.60876 0.25365
C -1.17699 0.12856 -0.95116
C -0.24110 0.08242 1.12814
P -1.27198 1.30291 2.06763
P 1.42545 0.16129 0.88572
H -0.10013 0.44800 -2.87846
H 0.70090 0.71003 -1.52783
H -0.49638 2.01243 -2.00274
H 1.37756 -1.54594 -0.84207
H 1.12886 -2.34693 0.86572
H 2.69463 -1.72947 0.56177
H -2.11078 0.64814 -0.78013
H -1.15833 -0.88836 -1.03488
H -0.48212 -0.89754 1.50034
H -1.13096 2.14185 0.96702
H -2.39133 0.68000 1.50646
H 1.80130 -0.22983 2.15037
*
```

E_LUMO in eV: 0.747
Energy above the lowest of the compared OMol25 structures with the same formula, charge and spin in kcal per mole: 91.41

2.
Entry from OMol25: a structure of composition C31H27IN2O19PS (ωB97M-V/def2-TZVPD).

Geometry as ORCA input:
```
! RIJCOSX wB97M-V def2-TZVPD def2/J DEFGRID3
* xyz -1 1
C -1.19970 -0.50606 -3.27917
C 0.20109 -0.36832 -2.70744
C 0.34135 0.01211 -1.22751
I -1.49199 -0.15719 -0.08240
C 1.54233 -0.65295 -0.55490
C 1.71280 -0.31875 0.95718
O 1.43661 0.88565 1.21403
O 2.17376 -1.21160 1.66955
N 1.69043 -2.06459 -0.88872
N 3.07241 -2.42057 -1.10485
C 3.92641 -2.44723 -0.24174
S 5.02182 -2.48387 0.86629
P 0.54459 -3.28065 -0.51824
C 1.66918 -4.69827 -0.45666
O 0.20659 -3.12781 1.09181
H -1.72964 -1.36906 -2.88241
H -1.12011 -0.63978 -4.36225
H -1.77132 0.40501 -3.11894
H 0.76759 -1.27403 -2.91223
H 0.68378 0.43972 -3.26349
H 0.55818 1.07181 -1.17546
H 2.39923 -0.14352 -1.00961
H 1.07203 -5.57624 -0.21129
H 2.15659 -4.84185 -1.41965
H 2.43621 -4.56681 0.30472
H -0.73473 -3.32720 1.16070
C -0.30077 6.03893 -3.65590
C 0.57419 5.02582 -3.57870
C 0.33131 3.80279 -2.71321
O 1.19760 2.94801 -2.76157
C -0.87335 3.73524 -1.92058
C -1.74561 4.74966 -1.99890
C -1.51686 5.95895 -2.88050
O -2.39354 6.80779 -2.87848
O -2.88728 4.80470 -1.32994
O 1.71894 4.97396 -4.23549
H -0.13698 6.91137 -4.27214
H -1.04293 2.87222 -1.29260
H -3.30613 5.64959 -1.58742
H 2.13106 4.12284 -3.97493
C 1.18730 -4.90557 3.57415
C 2.09333 -5.88875 3.46325
C 2.08281 -7.11731 4.34715
O 2.94871 -7.95178 4.14042
C 1.06865 -7.23362 5.37165
C 0.16314 -6.25278 5.48657
C 0.16228 -5.03213 4.58264
O -0.73691 -4.23535 4.78834
O -0.81557 -6.23483 6.37593
O 3.08097 -5.89169 2.58092
H 1.19037 -4.02518 2.94012
H 1.07488 -8.10687 6.00836
H -1.29937 -5.39867 6.20349
H 3.57546 -6.72090 2.72775
C 4.30719 4.19797 3.30849
C 4.36737 4.44913 4.61914
C 3.62466 3.62484 5.64772
O 3.80001 3.97845 6.81587
C 2.80246 2.55409 5.20907
C 2.70128 2.26374 3.87831
C 3.49554 3.07911 2.84546
O 3.38416 2.74215 1.69089
O 1.94632 1.31668 3.43909
O 5.07477 5.42981 5.17264
H 4.84369 4.78124 2.57300
H 2.25946 1.99102 5.95486
H 1.88282 1.15818 2.39334
H 4.90497 5.32853 6.13485
C -6.23255 0.20110 -5.47278
C -5.00853 0.72537 -5.30912
C -4.59587 1.44031 -4.03748
O -3.45613 1.86402 -4.00952
C -5.55467 1.57238 -2.96401
C -6.77648 1.04768 -3.12994
C -7.18620 0.32168 -4.39536
O -8.32261 -0.12078 -4.41872
O -7.74211 1.10281 -2.22655
O -4.04778 0.67736 -6.21284
H -6.53523 -0.31112 -6.37481
H -5.24971 2.08750 -2.06372
H -8.50402 0.63327 -2.62120
H -3.27400 1.11908 -5.80438
*
```

E_LUMO in eV: -0.072

3.
Entry from OMol25: the molecule C3H5NO (ωB97M-V/def2-TZVPD).

Geometry as ORCA input:
```
! RIJCOSX wB97M-V def2-TZVPD def2/J DEFGRID3
* xyz 0 1
C 0.01542 0.37021 -0.02804
C -0.06224 -0.51609 1.09000
C 0.62068 -0.59411 -0.86452
O 0.29087 1.71253 0.04811
N -1.34587 -0.25951 0.56642
H 0.22096 2.07872 -0.84577
H -1.70342 0.58527 1.01838
H 0.28530 -1.48641 1.42277
H 0.02095 -1.40445 -1.24558
H 1.65734 -0.48616 -1.16177
*
```

E_LUMO (spin up / spin down) in eV: 0.527 / 0.527
Energy above the lowest of the compared OMol25 structures with the same formula, charge and spin in kcal per mole: 111.18

4.
Entry from OMol25: a structure of composition C39H51B2N14ReS3 (ωB97M-V/def2-TZVPD).

Geometry as ORCA input:
```
! RIJCOSX wB97M-V def2-TZVPD def2/J DEFGRID3
* xyz 4 3
Re 1.03758 -2.13527 0.68285
C -1.34410 -2.94114 -3.88450
C -0.92543 -1.63594 -3.26313
C -0.74996 -0.47878 -3.97103
C -0.26044 0.70066 -3.35525
N -0.14045 0.77588 -2.04065
N -0.38448 -0.34459 -1.34358
B -0.45349 -0.38770 0.21220
N -1.95187 -0.75317 0.62106
N -2.90219 -0.26850 -0.13409
C -4.16993 -0.43274 0.27447
C -4.44247 -1.07539 1.49278
C -3.42745 -1.57926 2.29245
C -3.67230 -2.28491 3.59696
C -2.15817 -1.38104 1.76826
S -0.65096 -1.98592 2.48099
C -5.22669 0.11491 -0.66664
C -4.96695 1.62009 -0.86835
C -5.08092 -0.62137 -2.01348
C -6.63183 -0.10314 -0.10786
N -0.24330 0.93926 1.04683
N -0.63321 2.05702 0.41105
C -0.46915 3.22405 0.99910
C 0.27789 3.30507 2.19930
C 0.57670 2.17591 2.91288
C 1.22782 2.21876 4.27539
C 0.19417 0.96546 2.30841
S 0.19804 -0.37883 3.46070
C -1.07153 4.46677 0.36972
C 0.05747 5.25380 -0.32727
C -2.18471 4.09922 -0.62146
C -1.66567 5.32860 1.50128
C -0.63415 -1.52546 -1.90173
S -0.49285 -2.96002 -0.89603
C 0.21480 1.84597 -4.23519
C 1.56410 1.37433 -4.81952
C 0.42325 3.14482 -3.45988
C -0.78996 2.07223 -5.38177
H -1.52015 -2.82079 -4.95075
H -2.26326 -3.31937 -3.42903
H -0.57537 -3.70764 -3.75396
H -0.92591 -0.47780 -5.03978
H -5.47063 -1.18239 1.81670
H -4.73521 -2.31962 3.82143
H -3.17093 -1.77397 4.42208
H -3.30349 -3.31279 3.56331
H -3.95742 1.80954 -1.23924
H -5.11249 2.17559 0.06224
H -5.67854 2.00633 -1.59898
H -4.09717 -0.44387 -2.45676
H -5.83660 -0.24797 -2.70464
H -5.23678 -1.69798 -1.90142
H -6.78615 0.41857 0.84126
H -6.87095 -1.16263 0.02100
H -7.35535 0.30161 -0.81462
H 0.56581 4.27602 2.58646
H 1.55415 3.23103 4.50460
H 2.09797 1.55964 4.32729
H 0.52904 1.92613 5.06590
H 0.47093 4.71252 -1.18175
H 0.87237 5.48709 0.36512
H -0.34340 6.20183 -0.68786
H -1.93934 3.22892 -1.22701
H -2.36477 4.94169 -1.28992
H -3.11803 3.89583 -0.08805
H -0.90276 5.79823 2.12678
H -2.34838 4.75783 2.13849
H -2.24067 6.13630 1.04619
H 2.32874 1.29954 -4.04056
H 1.90244 2.10111 -5.55900
H 1.48191 0.40641 -5.32353
H 0.94271 2.98184 -2.51422
H -0.52717 3.63635 -3.25256
H 1.02366 3.82207 -4.06758
H -0.71527 1.31771 -6.16667
H -0.57312 3.03146 -5.84969
H -1.82249 2.10848 -5.02358
C 1.91059 -4.65997 3.91942
C 1.08038 -4.61483 2.81636
N 1.57735 -3.74686 1.91228
N 2.73801 -3.18829 2.45471
C 2.92356 -3.74409 3.66497
B 3.87762 -2.46940 1.54871
N 3.76448 -3.15611 0.16628
C 4.53605 -3.94511 -0.58993
C 3.85764 -4.27200 -1.75248
C 2.63284 -3.65094 -1.64231
N 2.57141 -2.95645 -0.48074
N 3.49250 -0.93835 1.23283
C 4.33741 0.08578 1.16773
C 3.75453 1.13595 0.44841
C 2.50661 0.69119 0.09140
N 2.32643 -0.56153 0.58141
N 5.16257 -2.46741 2.25486
C 6.38072 -3.09952 2.12220
C 7.14750 -2.74360 3.17942
C 6.32670 -1.89102 3.94841
N 5.13069 -1.71031 3.40587
H 1.80970 -5.29316 4.78904
H 0.16911 -5.16227 2.61659
H 3.78861 -3.47194 4.25529
H 5.52377 -4.23906 -0.27679
H 4.21696 -4.88092 -2.56853
H 1.80373 -3.65585 -2.32983
H 5.30997 0.02134 1.63612
H 4.20952 2.08501 0.20788
H 1.74352 1.17842 -0.50210
H 6.62984 -3.74839 1.29999
H 8.16352 -3.04357 3.37843
H 6.57099 -1.39924 4.88115
*
```

E_LUMO (spin up / spin down) in eV: -12.697 / -13.096
Energy above the lowest of the compared OMol25 structures with the same formula, charge and spin in kcal per mole: 24.38

Calculated values (eV) of energy for the records, taken in order: -22915.7540 -102692.3468 -6724.7516 -98085.8191.